1.
ORCA calculation (ωB97M-V/def2-TZVPD) on 9 unconnected molecules or ions with the total composition C14H46O16 at a distorted geometry.

For the energy relative to the best compared isomer or geometry (same formula, charge and spin), the calculation gives 103.34 kcal per mole. The HOMO-LUMO gap is 9.631 eV. For the LUMO energy, the calculation gives 0.057 eV. The value obtained for the total energy is -48016.78381 eV.

CARTESIAN COORDINATES (ANGSTROEM)
O (-6.3301, 10.7261, 20.8187)
H (-5.6153, 10.0749, 20.7432)
H (-5.7364, 11.4836, 20.9761)
O (-8.3965, 9.3254, 19.7853)
H (-7.7846, 8.7073, 19.3599)
H (-7.6686, 9.6758, 20.3036)
C (-8.3082, 15.2825, 21.2348)
C (-7.1626, 14.3406, 21.1299)
O (-6.1728, 14.7045, 22.0264)
O (-9.1226, 15.2142, 20.0646)
H (-7.9373, 16.2480, 21.4620)
H (-8.8180, 14.9332, 22.1362)
H (-6.7340, 14.5065, 20.1562)
H (-7.5031, 13.3024, 20.9758)
H (-5.5194, 15.2155, 21.5875)
H (-8.5810, 15.4596, 19.2813)
C (-8.9442, 11.8978, 16.4106)
C (-7.7559, 12.0599, 17.4010)
O (-8.4235, 12.0806, 18.6675)
O (-8.6662, 12.2574, 15.1045)
H (-9.7314, 12.5331, 16.7378)
H (-9.2558, 10.9140, 16.4142)
H (-7.4023, 13.0481, 17.2988)
H (-6.9102, 11.3160, 17.2479)
H (-8.3437, 11.1981, 19.1447)
H (-9.0974, 11.6923, 14.5373)
C (-5.9928, 5.1027, 20.9881)
C (-5.9042, 6.2376, 21.8986)
O (-6.3108, 7.3744, 21.1658)
O (-5.7000, 3.8746, 21.6189)
H (-5.3341, 5.4400, 20.1732)
H (-6.9662, 4.8234, 20.5854)
H (-4.9401, 6.3528, 22.3875)
H (-6.5961, 5.9544, 22.6821)
H (-7.0590, 7.1360, 20.5949)
H (-4.8087, 3.8455, 21.8634)
C (-7.6234, 9.3452, 24.2410)
C (-8.3447, 8.0540, 23.8098)
O (-7.7527, 6.9760, 24.4333)
O (-8.0408, 10.4991, 23.4646)
H (-6.5600, 9.1969, 24.1604)
H (-7.8199, 9.5308, 25.2578)
H (-8.2516, 7.9744, 22.7017)
H (-9.3228, 7.9876, 24.1669)
H (-6.9582, 7.2773, 24.8048)
H (-7.6065, 10.5462, 22.6088)
C (-2.7852, 12.4363, 23.2110)
C (-3.4434, 11.9088, 21.9108)
O (-4.6412, 12.4661, 21.8679)
O (-2.5997, 13.8436, 23.1394)
H (-1.8978, 11.8910, 23.4330)
H (-3.3752, 12.2309, 24.0918)
H (-3.6832, 10.8520, 21.9390)
H (-2.9244, 12.1738, 20.9611)
H (-4.5783, 13.2322, 22.4403)
H (-1.9174, 14.0834, 22.4680)
C (-3.0612, 8.2824, 20.0233)
C (-1.7238, 9.0063, 20.3177)
O (-0.7827, 7.8809, 20.2160)
O (-4.1827, 8.9757, 20.3497)
H (-3.1442, 7.4101, 20.6195)
H (-3.1961, 7.8533, 19.0046)
H (-1.8031, 9.4977, 21.2439)
H (-1.3889, 9.7717, 19.6161)
H (0.0967, 8.2901, 20.2645)
H (-4.9313, 8.4786, 19.9979)
C (-4.5197, 13.3089, 17.7679)
C (-3.4379, 14.3221, 17.2499)
O (-4.0517, 15.3059, 16.4351)
O (-3.9838, 12.5150, 18.7885)
H (-4.8157, 12.7369, 16.9910)
H (-5.3956, 13.7814, 18.1075)
H (-2.5770, 13.9030, 16.7357)
H (-2.9874, 14.8219, 18.0533)
H (-4.6988, 14.9104, 15.8857)
H (-4.0121, 13.0415, 19.6315)

Cartesian forces (eV/Å) of the 3 atoms listed first:
0.73 -0.32 0.07
-0.23 -0.33 0.04
-0.79 0.64 0.19

2.
ORCA calculation (ωB97M-V/def2-TZVPD) on a molecular structure, C14H47B2N3O6V at a distorted geometry.

The HOMO-LUMO gap (spin up / spin down) is 7.204 / 4.968 eV. As for the multiplicity: 3. The charge is -1. For the LUMO energy (spin up / spin down), the calculation gives 2.606 / 0.518 eV. The value obtained for the total energy is -59066.09778 eV.

CARTESIAN COORDINATES (ANGSTROEM)
O (-7.4106, 23.3022, 22.0916)
V (-6.1381, 23.6508, 23.0135)
B (-6.4280, 21.6565, 24.3158)
H (-6.0834, 21.6090, 23.2945)
H (-6.5885, 20.6386, 24.6358)
H (-5.6970, 22.1556, 24.9328)
H (-7.3220, 22.2595, 24.3563)
B (-4.0663, 24.6178, 24.2783)
H (-3.7289, 24.5309, 23.2571)
H (-4.9021, 23.9715, 24.4971)
H (-3.2106, 24.2634, 24.8318)
H (-4.2792, 25.6657, 24.4228)
C (-5.8083, 26.1684, 20.5728)
O (-5.6711, 25.6488, 21.8793)
H (-6.8707, 26.3996, 20.4951)
H (-5.1776, 27.0261, 20.3390)
H (-5.5665, 25.5642, 19.6984)
C (-8.3797, 25.4519, 24.9478)
O (-7.1355, 24.7797, 24.8209)
H (-8.2786, 26.5252, 24.7866)
H (-9.1389, 25.0463, 24.2791)
H (-8.6887, 25.4814, 25.9927)
C (-11.6174, 20.5422, 25.4253)
C (-10.7396, 20.3684, 24.1812)
C (-10.4533, 21.7274, 23.3882)
O (-11.6045, 22.5427, 23.0392)
C (-12.2847, 22.1405, 21.8626)
N (-9.5683, 19.6654, 24.7182)
H (-12.7038, 20.5904, 25.3516)
H (-11.2812, 21.5033, 25.8142)
H (-11.3734, 19.7798, 26.1651)
H (-11.3770, 19.6750, 23.6324)
H (-9.7264, 21.5509, 22.5955)
H (-9.9050, 22.4378, 24.0069)
H (-12.9213, 21.2610, 21.9586)
H (-11.5569, 21.9884, 21.0656)
H (-12.7303, 23.0133, 21.3855)
H (-9.0462, 20.3738, 25.2140)
H (-8.9273, 19.4270, 23.9750)
C (-3.2764, 20.6521, 20.6069)
C (-4.3167, 21.8258, 20.5046)
C (-5.6745, 21.4723, 19.8654)
O (-6.3351, 20.4892, 20.6960)
C (-7.6928, 20.0284, 20.3792)
N (-4.5168, 22.3894, 21.7974)
H (-3.2481, 20.0767, 19.6816)
H (-3.5691, 20.0165, 21.4427)
H (-2.2413, 20.9903, 20.6530)
H (-3.8340, 22.5731, 19.8748)
H (-5.6665, 21.2548, 18.7974)
H (-6.2933, 22.3646, 19.7705)
H (-7.9763, 19.3790, 21.2075)
H (-7.5982, 19.4305, 19.4728)
H (-8.3863, 20.8675, 20.3236)
H (-3.5599, 22.4362, 22.1171)
H (-4.8806, 21.5638, 22.2514)
C (-10.1519, 23.0103, 18.5660)
C (-9.8654, 24.5072, 18.8542)
C (-10.2740, 24.8734, 20.3955)
O (-10.3519, 26.2494, 20.7313)
C (-11.2129, 26.4899, 21.8449)
N (-8.4316, 24.6427, 18.7288)
H (-9.3691, 22.4777, 19.1061)
H (-10.0554, 22.6527, 17.5409)
H (-11.0726, 22.5075, 18.8620)
H (-10.3783, 25.1212, 18.1139)
H (-9.5365, 24.4961, 21.1038)
H (-11.1842, 24.3181, 20.6220)
H (-10.7431, 26.2110, 22.7881)
H (-12.1634, 25.9712, 21.7202)
H (-11.3319, 27.5720, 21.8986)
H (-8.0109, 25.3255, 19.3428)
H (-8.2006, 24.8799, 17.7746)

Cartesian forces (eV/Å) of the 3 atoms listed first:
1.62 0.78 1.28
-0.52 1.24 -3.31
0.31 0.30 0.68

3.
ORCA calculation (ωB97M-V/def2-TZVPD) on 9 unconnected molecules or ions with the total composition C14H47N2O9 at a distorted geometry.

For the energy relative to the best compared isomer or geometry (same formula, charge and spin), the calculation gives 14.37 kcal per mole. The HOMO-LUMO gap is 4.489 eV. The charge is -1. For the LUMO energy, the calculation gives 2.180 eV. The value obtained for the total energy is -36683.09508 eV.

CARTESIAN COORDINATES (ANGSTROEM)
C (-0.0066, -0.7824, 0.3400)
C (-1.3374, -0.3116, 0.8349)
O (-2.4250, -1.1937, 0.7727)
H (0.6935, 0.0508, 0.4013)
H (-0.0819, -0.8802, -0.7430)
H (0.4137, -1.6186, 0.8988)
H (-1.5017, 0.5139, 0.1423)
H (-1.0878, 0.0613, 1.8283)
C (-3.3768, 1.1571, -4.6505)
C (-4.7406, 1.0820, -4.1075)
O (-4.8274, -0.1684, -3.6018)
H (-3.4195, 1.7805, -5.5436)
H (-3.0451, 0.2253, -5.1085)
H (-2.7425, 1.6289, -3.9000)
H (-5.5213, 1.3281, -4.8272)
H (-4.7919, 1.7774, -3.2697)
H (-4.3111, -0.3338, -2.8095)
C (5.8579, -4.6124, 0.5376)
C (7.0270, -3.6490, 0.7005)
O (7.9832, -4.0266, -0.2124)
H (5.0469, -4.4253, 1.2413)
H (6.2508, -5.6254, 0.6247)
H (5.4519, -4.4813, -0.4654)
H (7.3400, -3.7433, 1.7404)
H (6.6292, -2.6387, 0.6054)
H (8.5039, -3.2419, -0.3989)
C (3.0461, -2.3059, -5.9520)
C (2.3091, -2.3892, -7.2855)
C (3.1120, -1.3855, -8.1966)
O (2.6446, -1.2376, -9.5668)
C (1.5775, -0.3386, -9.7229)
N (2.3867, -3.6954, -7.7941)
H (3.1099, -1.2745, -5.6054)
H (4.0347, -2.7646, -5.9336)
H (2.4488, -2.8489, -5.2195)
H (1.3237, -1.9267, -7.2300)
H (4.1564, -1.6914, -8.1338)
H (3.1724, -0.3586, -7.8363)
H (1.0777, -0.5563, -10.6668)
H (2.0387, 0.6290, -9.9207)
H (0.8058, -0.2176, -8.9627)
H (3.3786, -3.8466, -7.9101)
H (2.0652, -3.6451, -8.7503)
C (-1.5840, 7.8720, 9.5287)
C (-1.3629, 6.7887, 8.5261)
C (-2.4978, 5.6986, 8.3693)
O (-2.0666, 4.5798, 7.5420)
C (-1.4637, 3.4168, 8.1487)
N (-1.1028, 7.4762, 7.2707)
H (-0.7667, 8.5895, 9.6015)
H (-1.6870, 7.3184, 10.4620)
H (-2.5399, 8.3340, 9.2818)
H (-0.4937, 6.2317, 8.8759)
H (-3.2409, 6.2169, 7.7633)
H (-3.0414, 5.4570, 9.2827)
H (-1.8755, 3.2017, 9.1348)
H (-0.3775, 3.4518, 8.2334)
H (-1.7813, 2.5879, 7.5163)
H (-0.1087, 7.6510, 7.2339)
H (-1.2286, 6.7977, 6.5332)
O (-5.7050, 0.9344, 4.2213)
H (-5.0790, 1.5882, 4.5325)
H (-5.2873, 0.5498, 3.4507)
O (0.0239, -6.2305, 1.3443)
H (0.5048, -7.0156, 1.0824)
H (0.7033, -5.5766, 1.5090)
O (-3.3917, -4.0965, 5.0688)
H (-3.1539, -3.1769, 4.9506)
H (-3.2525, -4.2624, 6.0012)
O (-2.9258, -4.3359, -3.6017)
H (-2.8090, -4.6693, -4.4913)
H (-3.0782, -3.3977, -3.7151)

Cartesian forces (eV/Å) of the 3 atoms listed first:
0.88 0.07 -0.81
-2.09 -1.47 -0.39
1.55 0.93 0.28